Entry from OMol25: C6H8 as an isolated structure (ωB97M-V/def2-TZVPD).

The geometry in XYZ format:
```
14
Properties=species:S:1:pos:R:3:forces:R:3
C -1.813602 0.363682 0.225200 -0.020 -0.005 0.064
C 0.047882 0.373679 -1.077992 0.252 0.028 0.062
C 1.036192 1.046541 -0.416838 -0.143 0.111 -0.124
C 1.535346 -0.706438 0.739298 -0.337 -0.265 0.103
C 0.432398 -1.283725 0.895282 0.468 0.106 0.070
C -0.835988 -0.483274 -0.272476 -0.263 0.130 -0.173
H -1.556198 1.364555 0.554692 0.004 -0.141 -0.072
H -2.852434 0.060133 0.344284 0.169 0.012 -0.015
H -0.011897 0.321059 -2.161264 0.001 0.005 0.166
H 0.857270 1.406073 0.594556 0.017 -0.101 -0.111
H 1.792910 1.603633 -0.967582 -0.120 -0.104 0.066
H 2.590884 -0.575261 0.882100 -0.179 -0.018 -0.030
H -0.016811 -2.106693 1.425664 0.071 0.133 -0.089
H -1.205948 -1.383959 -0.764926 0.081 0.108 0.083
```
Forces are in eV/Å.

Its total energy is -233.1909 a.u. The calculation puts the LUMO energy (alpha / beta) at 0.2 / 0.2 eV. The calculation puts the energy above the lowest of the compared OMol25 structures with the same formula, charge and spin at 123.0 kcal per mole. Its highest occupied orbital energy (alpha / beta) is -7.53 / -7.53 eV. As for the gap between HOMO and LUMO (alpha / beta): 7.8 / 7.8 eV.

=====

Entry from OMol25: a 2-piece molecular cluster, C6H8 overall (ωB97M-V/def2-TZVPD).

The geometry in XYZ format:
```
14
Properties=species:S:1:pos:R:3:forces:R:3
C -1.895665 0.365740 0.231715 0.194 -0.111 -0.089
C -1.061239 -0.193652 -0.646289 -0.225 0.230 0.118
C 0.096857 0.513532 -1.223127 0.227 0.203 0.020
C 0.998504 1.256783 -0.579169 -0.187 -0.059 -0.151
H -1.652070 1.331927 0.667141 -0.206 -0.006 -0.222
H -2.827822 -0.103719 0.539678 0.307 -0.068 0.079
H -1.257906 -1.196314 -1.034340 -0.121 0.307 -0.083
H 0.166914 0.422786 -2.307264 0.084 0.046 0.106
H 1.028581 1.336487 0.505526 -0.187 0.008 -0.202
H 1.760502 1.805927 -1.128090 -0.111 -0.165 0.060
C 1.706864 -1.136930 1.259469 -0.262 -0.485 0.235
C 0.623208 -1.662117 1.257406 0.473 0.284 -0.039
H 2.691847 -0.708462 1.292740 -0.413 -0.172 -0.042
H -0.378574 -2.031986 1.164599 0.425 -0.013 0.210
```
Forces are in eV/Å.

As for the SMILES: C=CC=C.C#C. Its total energy is -233.2768 a.u. The calculation puts the LUMO energy at 1.1 eV. The calculation puts the energy above the lowest of the compared OMol25 structures with the same formula, charge and spin at 69.2 kcal per mole. Its highest occupied orbital energy is -9.17 eV. As for the gap between HOMO and LUMO: 10.3 eV.

=====

Entry from OMol25: C6H8 as an isolated structure (ωB97M-V/def2-TZVPD).

The geometry in XYZ format:
```
14
Properties=species:S:1:pos:R:3:forces:R:3
C 0.286451 -0.712885 -1.160581 4.465 0.682 -1.142
C -0.762486 0.229796 -0.663833 -0.340 1.576 1.388
C -0.961302 -0.647815 0.546553 0.754 -4.080 -0.638
C 0.621013 -0.699666 0.346437 0.086 -2.047 2.982
C 0.935553 0.722054 0.783699 -0.099 -0.689 -0.910
C -0.015715 1.392664 0.204679 -1.357 -0.608 -2.641
H -0.017064 -1.683275 -1.581223 -0.384 0.430 0.562
H 1.215738 -0.375321 -1.853904 -2.285 -0.240 1.463
H -1.552473 0.390629 -1.288154 -2.237 1.339 -1.571
H -1.495870 -0.307980 1.418944 0.342 0.305 0.345
H -1.166197 -1.793498 0.361918 -0.702 2.162 -0.049
H 1.010583 -1.569628 0.903296 0.750 0.542 -0.550
H 1.647786 1.220408 1.361963 1.288 -0.158 1.131
H -0.263583 2.413774 0.335442 -0.280 0.785 -0.369
```
Forces are in eV/Å.

Its total energy is -233.2819 a.u. The calculation puts the LUMO energy at 1.2 eV. The calculation puts the energy above the lowest of the compared OMol25 structures with the same formula, charge and spin at 66.0 kcal per mole. Its highest occupied orbital energy is -8.93 eV. As for the gap between HOMO and LUMO: 10.1 eV.

=====

Entry from OMol25: one molecule with the formula C6H8 (ωB97M-V/def2-TZVPD).

The geometry in XYZ format:
```
14
Properties=species:S:1:pos:R:3:forces:R:3
C -1.260533 -0.305991 0.519978 -0.278 0.015 0.014
C -0.001461 0.583844 0.586667 0.154 0.247 0.455
C 1.439963 0.942384 -1.092337 -0.362 0.241 -0.065
C 0.809709 -0.762378 0.596380 0.186 -0.252 0.252
C -0.277894 -0.925613 -0.492561 -0.018 -0.318 -0.140
C 0.051735 0.527711 -0.999397 0.280 0.095 -0.308
H -2.196448 0.125297 0.155018 0.189 0.073 -0.067
H -1.412657 -0.885017 1.439671 -0.078 0.080 -0.228
H 0.101359 1.519325 1.145290 0.204 -0.353 0.090
H 1.425709 2.044310 -0.970578 -0.131 0.028 -0.545
H 1.837822 -0.798290 0.237649 -0.208 0.251 0.236
H 0.674796 -1.339494 1.510910 -0.138 -0.152 -0.079
H -0.452243 -1.808983 -1.110286 0.085 0.146 0.071
H -0.739857 1.082889 -1.526398 0.116 -0.102 0.315
```
Forces are in eV/Å.

Its total energy is -233.1827 a.u. The calculation puts the LUMO energy at 0.2 eV. The calculation puts the energy above the lowest of the compared OMol25 structures with the same formula, charge and spin at 128.2 kcal per mole. Its highest occupied orbital energy is -8.21 eV. As for the gap between HOMO and LUMO: 8.4 eV.

=====

Entry from OMol25: C6H8AgLiO6 as an isolated structure (ωB97M-V/def2-TZVPD).

The geometry in XYZ format:
```
22
Properties=species:S:1:pos:R:3:forces:R:3
O -0.652023 2.423235 1.215071 0.506 -1.453 0.191
C 2.402781 -0.315503 0.923830 0.183 -2.024 -0.247
C 0.254384 1.600108 1.072134 0.179 2.491 -0.553
O 2.942989 -0.278646 -0.191900 0.503 0.091 -0.190
O 2.479049 0.859795 1.604712 -0.130 1.304 -0.085
C 1.253775 1.295586 2.157860 -0.026 -0.386 0.503
H 0.566968 1.314943 0.046938 -0.447 -0.433 0.207
H -0.070005 -2.682583 -0.066148 1.381 0.636 -1.021
H 0.836681 0.539334 2.837272 -0.013 0.121 0.029
H 1.454329 2.231394 2.702299 -0.151 -0.407 -0.102
Li -2.096264 2.421607 -0.080008 0.116 -0.503 -0.609
Ag 3.434518 -2.512172 0.145071 -0.595 0.922 0.328
O -1.067856 -0.210873 -2.224685 0.346 -0.153 -0.417
C -1.726427 0.778031 -1.581607 0.553 0.569 0.658
C -1.162603 -1.541021 -1.731114 -0.292 -0.799 -0.606
O -1.410364 1.947440 -1.907011 -0.130 0.120 -0.003
O -2.487548 0.511716 -0.622055 -0.377 -0.191 0.326
C -0.539850 -1.731640 -0.357669 -1.480 1.476 1.718
H -0.665953 -2.163275 -2.483955 -0.052 0.283 -0.008
H -2.219571 -1.837838 -1.707766 0.218 0.092 -0.036
H -1.402549 -1.975376 0.288966 -0.031 1.123 0.194
H -0.124463 -0.674263 -0.040237 -0.262 -2.880 -0.279
```
Forces are in eV/Å.

Its total energy is -839.3020 a.u. The calculation puts the LUMO energy at -1.9 eV. The calculation puts the energy above the lowest of the compared OMol25 structures with the same formula, charge and spin at 24.9 kcal per mole. Its highest occupied orbital energy is -7.79 eV. As for the gap between HOMO and LUMO: 5.9 eV.

=====

Entry from OMol25: an isolated ion of composition C6H8BrClO3P and charge -1 (ωB97M-V/def2-TZVPD).

The geometry in XYZ format:
```
20
Properties=species:S:1:pos:R:3:forces:R:3
C -0.987425 -0.326538 -1.600022 1.688 2.830 1.526
C -1.103751 -0.341599 -0.031274 1.827 1.921 -0.904
C -2.350724 -0.995800 0.445925 0.503 -0.372 -6.868
O -1.145900 1.065226 0.447026 -0.163 -1.027 -0.871
P 0.297089 1.808260 0.153281 0.954 0.696 -0.103
O 0.359146 2.500257 -1.172440 -0.266 -1.181 0.155
O 0.745436 2.559173 1.332825 -0.090 1.061 1.392
C 1.275657 0.264993 0.470951 -6.944 -3.978 -1.392
C 2.638029 0.276905 0.759813 3.785 1.246 1.055
Br 3.917368 -0.899933 -0.174697 0.029 -0.622 -0.826
C 0.277597 -0.767951 0.483418 3.541 2.439 0.598
Cl 0.638613 -2.419817 0.967500 -0.301 0.338 -0.233
H -1.526174 -1.118025 -1.987796 -0.849 -1.700 -1.173
H 0.113387 -0.284308 -1.840505 -1.383 -0.417 -0.237
H -1.378035 0.673776 -1.906214 0.014 -0.928 -0.036
H -2.402917 -0.789763 1.373092 -0.887 0.861 6.897
H -2.289935 -2.034526 0.165166 -0.352 -0.485 0.269
H -3.148408 -0.470449 -0.121030 0.175 -0.557 0.451
H 3.041083 0.023870 1.759385 -1.128 0.470 -0.176
H 3.029864 1.276247 0.475591 -0.155 -0.594 0.477
```
Forces are in eV/Å.

As for the SMILES: CC1(C)O[P@@](=O)([O-])C(CBr)=C1Cl. Its total energy is -3834.8165 a.u. The calculation puts the LUMO energy at 2.9 eV. The calculation puts the energy above the lowest of the compared OMol25 structures with the same formula, charge and spin at 26.4 kcal per mole. Its highest occupied orbital energy is -4.98 eV. As for the gap between HOMO and LUMO: 7.9 eV. Its net charge is -1.

=====

Entry from OMol25: a 2-piece molecular cluster, C6H8BrN overall (ωB97M-V/def2-TZVPD).

The geometry in XYZ format:
```
16
Properties=species:S:1:pos:R:3:forces:R:3
C 2.698552 -0.939626 -0.468751 -3.293 -1.635 -4.597
C -1.501592 -1.572708 0.630284 2.723 -0.557 -0.704
C 1.475602 -0.597280 -0.970796 3.321 -0.602 0.958
C -1.829241 -0.411882 0.125258 3.776 2.048 0.224
C -0.182191 0.969392 -0.049811 -3.032 -4.551 0.356
C -0.645946 2.180616 0.578953 0.299 -0.845 2.346
N 0.817818 0.467636 -0.492260 -0.437 2.196 0.834
Br -3.502827 0.178169 -0.252924 -1.466 0.426 -0.309
H 3.243883 -1.623190 -1.094578 0.065 -0.591 0.193
H 3.194859 -0.557322 0.295649 1.677 1.968 3.416
H -2.154510 -2.391508 0.645109 -1.094 -1.088 0.478
H -0.388694 -1.852700 0.726225 -1.786 0.667 0.094
H 1.180641 -1.061546 -1.876364 -0.729 -0.264 -0.710
H -1.709986 2.177662 0.656568 -0.774 -0.194 -0.028
H -0.278958 2.144299 1.707395 -0.186 0.833 -2.568
H -0.417405 2.889989 -0.159960 0.938 2.188 0.016
```
Forces are in eV/Å.

Its total energy is -2862.0028 a.u. The calculation puts the LUMO energy at 0.7 eV. The calculation puts the energy above the lowest of the compared OMol25 structures with the same formula, charge and spin at 92.5 kcal per mole. Its highest occupied orbital energy is -7.67 eV. As for the gap between HOMO and LUMO: 8.3 eV.

=====

Entry from OMol25: C6H8Cl2 as an isolated structure (ωB97M-V/def2-TZVPD).

The geometry in XYZ format:
```
16
Properties=species:S:1:pos:R:3:forces:R:3
C -0.072038 0.730909 -1.421821 -0.032 2.234 -0.783
C 0.175061 1.625179 -0.466402 -0.055 -1.901 1.072
C 0.092997 -0.420222 -0.572223 -2.513 -2.039 -1.765
C 0.185255 0.549310 0.589736 -0.028 0.054 0.631
C 0.931877 -1.637773 -0.902841 -2.437 0.797 -1.916
C -0.829109 0.548049 1.644002 -4.394 -1.217 1.442
Cl -1.872944 -1.422536 -0.702493 1.402 1.006 0.460
Cl 1.674280 0.377936 1.450084 2.241 -0.135 0.681
H -0.299426 1.046266 -2.409667 -0.101 -0.917 -1.102
H 0.363925 2.644996 -0.332205 0.056 1.367 -0.192
H 1.899230 -1.291531 -1.171865 0.913 0.223 -0.884
H 0.311715 -2.236577 -1.731658 2.009 1.105 2.081
H 1.080259 -2.062774 0.031871 0.002 -1.901 1.454
H -0.777488 1.303399 2.396217 0.853 0.921 0.230
H -0.951319 -0.376858 2.256899 0.958 0.218 -0.716
H -1.912275 0.622227 1.342365 1.125 0.183 -0.694
```
Forces are in eV/Å.

Its total energy is -1153.7053 a.u. The calculation puts the LUMO energy at -0.1 eV. The calculation puts the energy above the lowest of the compared OMol25 structures with the same formula, charge and spin at 39.4 kcal per mole. Its highest occupied orbital energy is -9.94 eV. As for the gap between HOMO and LUMO: 9.8 eV.